No. 1
Here is a 2-piece molecular cluster, H4N2OS overall in a non-equilibrium geometry from the OMol25 dataset. Energies are from ωB97M-V/def2-TZVPD.

Cartesian coordinates (Å):
1 S -0.57 -0.48 1.24
2 O 1.54 0.81 -0.46
3 N -0.56 -1.97 0.93
4 N -1.21 0.38 0.10
5 H 1.66 0.48 -1.42
6 H -0.81 -2.39 -0.04
7 H 1.12 1.75 -0.49
8 H -1.18 1.41 0.13

Summary:
Strongest force on any atom   0.0586 Eh/bohr
Gap between HOMO and LUMO (spin up / spin down)   9.542 / 9.543 eV
Energy relative to the best compared isomer or geometry (same formula, charge and spin)   143.6 kJ/mol

---

No. 2
Here is one molecule with the formula H4N2S2 in a non-equilibrium geometry from the OMol25 dataset. Energies are from ωB97M-V/def2-TZVPD.

Cartesian coordinates (Å):
1 S -0.37 -0.71 -0.17
2 S 2.48 -0.21 0.68
3 N -1.98 0.38 -0.05
4 N 1.30 -0.76 -0.40
5 H -2.15 1.39 0.01
6 H -2.42 0.09 -0.96
7 H 3.34 0.15 -0.16
8 H -0.19 -0.33 1.06

Summary:
Strongest force on any atom   0.0704 Eh/bohr
Gap between HOMO and LUMO (spin up / spin down)   7.690 / 7.692 eV
Energy relative to the best compared isomer or geometry (same formula, charge and spin)   305.8 kJ/mol

---

- Among the records above, which one has the lowest strongest force on any atom?
  H4N2OS